Entry 1:
Below is C22H38BCaCl3F9MgN3O9S as an isolated structure at a distorted geometry, with properties calculated with ωB97M-V/def2-TZVPD.

Computed properties:
electronic energy = -143722.7392 eV
lowest unoccupied orbital energy = -5.862 eV
HOMO = -6.98 eV

Geometry (Å):
Ca: 1.379 -6.397 -1.532
Cl: -8.173 -1.352 -7.674
Cl: -6.585 0.260 -5.836
Cl: -8.364 2.195 -5.919
S: 3.416 -2.269 4.852
Mg: 5.294 -0.884 7.445
F: -2.547 -1.846 -9.065
F: -4.506 -2.977 -3.997
F: -3.492 2.046 -3.158
F: -4.405 -2.439 -10.418
F: -2.823 -0.853 -11.203
F: 0.726 -2.559 5.190
F: 2.055 -3.776 6.765
F: 1.831 -1.359 7.011
F: -4.295 -0.282 -9.431
O: 4.589 -1.514 5.537
O: -3.077 -2.977 9.209
O: 1.960 4.248 0.416
O: 0.364 1.113 1.799
O: 3.933 -3.198 1.500
O: 0.019 -0.230 -2.737
O: -0.322 -3.325 -2.897
O: 3.910 -3.730 4.520
O: -2.620 -1.027 -4.185
N: 1.443 0.356 4.548
N: -0.833 -3.175 9.192
N: -1.903 -2.218 7.442
C: 1.505 0.421 1.843
C: 0.538 -4.431 -3.127
C: 2.267 1.390 4.949
C: -2.006 -2.801 8.650
C: -3.953 -0.546 -4.258
C: 0.000 4.883 -0.930
C: -1.666 -0.020 -4.528
C: -6.545 -0.821 -7.234
C: 3.788 1.678 4.394
C: 2.938 4.952 -0.345
C: -0.257 -0.461 -4.125
C: 0.649 4.806 0.440
C: 2.001 -0.287 3.266
C: 1.960 -2.483 6.046
C: 3.192 6.363 0.157
C: -0.586 -1.158 -1.827
C: 0.126 -2.513 -1.807
C: 3.433 -1.955 1.725
C: 1.686 2.496 6.061
C: 3.388 -0.891 0.437
C: 2.919 -1.458 3.237
C: 2.441 0.290 0.469
B: -3.517 -1.355 -10.029
H: 0.026 3.909 -1.427
H: 0.461 0.162 -4.670
H: 0.558 2.328 6.325
H: 1.896 3.556 5.555
H: -6.102 -0.292 -8.081
H: 4.432 0.720 4.198
H: -0.117 -3.041 -0.878
H: -1.917 0.922 -4.026
H: -0.865 -3.617 10.101
H: 0.518 5.594 -1.579
H: -4.106 0.259 -3.533
H: 2.417 2.422 6.987
H: -1.041 5.209 -0.843
H: 3.867 4.380 -0.263
H: -1.708 0.123 -5.614
H: 0.121 -5.025 -3.945
H: -2.763 -1.922 6.999
H: -0.057 -1.497 -4.402
H: 1.532 -4.081 -3.424
H: 3.422 6.357 1.227
H: 4.030 6.816 -0.383
H: -0.476 -0.704 -0.837
H: 0.059 -3.038 8.747
H: -1.030 -2.065 6.966
H: 0.661 5.785 0.929
H: 3.719 2.301 3.404
H: 4.068 -1.008 -0.509
H: 0.045 4.149 1.076
H: -1.656 -1.259 -2.017
H: 4.339 2.291 5.259
H: 0.607 -5.056 -2.234
H: -4.181 -0.194 -5.269
H: 2.317 7.003 0.013
H: 2.343 1.060 -0.417
H: -5.939 -1.698 -6.988
H: -4.629 -1.368 -4.009
H: 1.209 -2.364 -1.871
H: 2.667 4.952 -1.406

Cartesian forces (eV/Å) of the 3 atoms listed first:
1.527 -2.612 1.452
0.266 0.003 0.139
-0.675 0.990 0.444

=====

Entry 2:
Below is a 2-piece molecular cluster, C4H6N5O overall at a distorted geometry, with properties calculated with ωB97M-V/def2-TZVPD.

Computed properties:
electronic energy = -13739.6906 eV
relative energy (zero: lowest compared OMol25 entry of this formula, charge and spin) = 3.422 eV
lowest unoccupied orbital energy (spin up / spin down) = 3.143 / 3.163 eV
charge = -1
HOMO (spin up / spin down) = -5.00 / -4.80 eV

Geometry (Å):
O: -0.680 -2.541 0.063
N: 3.513 -0.775 0.413
N: -1.138 -0.338 -0.329
N: 4.237 0.267 0.781
N: 2.194 0.881 1.153
N: 3.461 1.245 1.218
C: -0.354 -1.373 -0.051
C: -2.580 -0.484 -0.485
C: -0.627 1.004 -0.450
C: 2.283 -0.356 0.668
H: -2.834 -1.521 -0.265
H: -2.888 -0.241 -1.507
H: -1.177 1.679 0.212
H: 0.424 1.010 -0.152
H: -0.729 1.365 -1.481
H: -3.104 0.178 0.213

Cartesian forces (eV/Å) of the 3 atoms listed first:
0.558 1.478 -0.140
-1.162 -0.551 -0.143
-0.318 0.481 -0.029

=====

Entry 3:
Below is a 3-piece molecular cluster, C4H9NO overall at a distorted geometry, with properties calculated with ωB97M-V/def2-TZVPD.

Computed properties:
electronic energy = -7826.4256 eV
relative energy (zero: lowest compared OMol25 entry of this formula, charge and spin) = 5.894 eV
lowest unoccupied orbital energy = 0.892 eV
HOMO = -10.26 eV

Geometry (Å):
O: 1.234 0.330 2.041
N: 1.424 0.752 0.726
C: -1.370 -2.221 -0.966
C: -1.406 1.157 -0.186
C: 2.155 -0.025 0.026
C: -0.485 -1.413 -1.048
H: -1.781 0.439 0.533
H: 0.749 1.056 2.458
H: -2.217 -2.844 -0.915
H: 0.470 -0.940 -1.075
H: -0.248 1.230 0.032
H: -1.750 2.142 0.106
H: 2.484 0.354 -0.927
H: 2.518 -0.985 0.379
H: -1.777 0.968 -1.182

Cartesian forces (eV/Å) of the 3 atoms listed first:
-0.032 -0.363 -0.549
1.558 0.047 0.231
0.350 0.684 -0.152